<a>
The following is a quantum chemistry calculation of a cluster of 2 separate species, C3H10N2 in total, from the OMol25 dataset.

Values from the calculation:
Spin multiplicity: 2
HOMO level (alpha / beta), eV: -12.03 / -12.03
Charge: +1

```
15
Properties=species:S:1:pos:R:3:mulliken_charge:R:1
N 1.990 -0.913 1.485 -0.45
N -0.029 1.311 -1.075 -0.25
C -1.139 0.840 -1.773 0.23
C -1.920 -0.236 -1.370 -0.55
C 0.682 -0.956 2.174 -0.55
H 0.696 0.706 -0.729 0.27
H 2.663 -0.190 1.614 0.19
H 2.215 -1.531 0.741 0.16
H 0.549 -0.035 2.618 0.33
H -1.485 1.579 -2.504 0.35
H 0.163 2.322 -0.949 0.28
H -1.935 -0.149 -0.262 0.30
H -2.841 -0.533 -1.835 0.34
H -0.065 -1.036 1.428 0.06
H 0.572 -1.806 2.820 0.29
```

***

<b>
The following is a quantum chemistry calculation of a cluster of 2 separate species, C3H10N2 in total, from the OMol25 dataset.

Values from the calculation:
Spin multiplicity: 2
HOMO level (alpha / beta), eV: -11.46 / -11.46
Charge: +1

```
15
Properties=species:S:1:pos:R:3:mulliken_charge:R:1
N 3.105 -0.612 1.960 -0.25
N -3.188 -0.181 -0.097 -0.59
C 3.137 -0.601 0.575 0.37
C 3.359 0.373 -0.416 -0.55
C -3.866 0.455 -1.386 -0.60
H 2.739 -1.560 0.273 0.30
H -3.318 0.223 -2.268 0.23
H -4.035 -0.552 0.430 0.24
H -4.913 0.231 -1.659 0.26
H -2.721 0.533 0.426 0.23
H 3.698 -0.019 2.549 0.29
H -3.724 1.508 -1.226 0.24
H 3.126 0.241 -1.500 0.31
H 3.826 1.355 -0.055 0.26
H 2.776 -1.394 2.393 0.26
```

***

Pick <b>: it beats the second-best structure by 0.135 eV.

***

<a>
The following is a quantum chemistry calculation of a cluster of 2 separate species, H4I2Si2 in total, from the OMol25 dataset.

Values from the calculation:
HOMO level, eV: -8.96

```
8
Properties=species:S:1:pos:R:3:mulliken_charge:R:1
I 0.379 2.947 1.866 -0.12
I -0.795 -1.031 -1.690 -0.05
Si 0.536 -2.498 -0.296 0.26
Si -1.458 3.973 0.405 0.16
H -0.574 5.160 0.181 -0.04
H 1.157 -1.778 0.798 -0.08
H 1.370 -3.378 -1.151 -0.07
H -0.616 -3.395 -0.112 -0.07
```

***

<b>
The following is a quantum chemistry calculation of a cluster of 2 separate species, H4I2Si2 in total, from the OMol25 dataset.

Values from the calculation:
HOMO level, eV: -8.74

```
8
Properties=species:S:1:pos:R:3:mulliken_charge:R:1
I -1.182 -1.128 -0.809 -0.07
I 4.099 0.862 -0.507 -0.07
Si -2.170 0.646 0.542 0.30
Si 3.819 -1.607 -0.492 0.12
H -0.882 1.212 0.872 -0.07
H -3.187 0.174 1.490 -0.07
H 2.311 -1.603 -0.623 -0.05
H -2.808 1.445 -0.474 -0.09
```

***

<c>
The following is a quantum chemistry calculation of a cluster of 2 separate species, H4I2Si2 in total, from the OMol25 dataset.

Values from the calculation:
HOMO level, eV: -8.79

```
8
Properties=species:S:1:pos:R:3:mulliken_charge:R:1
I -1.665 2.927 -0.111 -0.08
I 3.985 0.266 -0.305 -0.06
Si 2.252 -1.084 0.825 0.12
Si -1.794 0.381 -0.114 0.28
H -1.324 -0.224 -1.567 -0.03
H -3.106 -0.220 0.416 -0.04
H -0.744 0.209 0.828 -0.13
H 2.397 -2.256 0.029 -0.05
```

***

Pick <b>: it beats the second-best structure by 0.103 eV.

***

<a>
The following is a quantum chemistry calculation of a cluster of 3 separate species, C4H14NO3 in total, from the OMol25 dataset.

Values from the calculation:
Spin multiplicity: 2
HOMO level (alpha / beta), eV: -18.86 / -18.86
Charge: +2

```
22
Properties=species:S:1:pos:R:3:mulliken_charge:R:1
O 0.679 -0.622 -2.029 -0.07
O -2.540 1.551 -1.191 -0.62
O -0.659 -2.383 2.208 -0.68
N -0.958 0.145 0.598 -0.18
C 0.005 1.123 1.193 -0.45
C 1.733 -0.726 -1.459 0.32
C 1.130 1.224 0.081 -0.76
C 1.777 -0.167 -0.065 -0.36
H 1.969 1.854 0.403 0.36
H 0.548 1.711 -0.858 0.38
H -1.031 -0.629 1.200 0.24
H -0.647 2.046 1.432 0.33
H -0.775 -0.043 -0.379 0.23
H -0.175 -3.177 1.770 0.32
H -0.760 -2.668 3.144 0.34
H -2.299 1.469 -2.223 0.33
H -3.176 2.264 -1.041 0.32
H 1.365 -1.020 0.648 0.18
H -2.035 0.578 0.604 0.49
H 0.357 0.774 2.168 0.37
H 2.811 -0.364 0.372 0.49
H 2.840 -0.907 -1.829 0.41
```

***

<b>
The following is a quantum chemistry calculation of a cluster of 3 separate species, C4H14NO3 in total, from the OMol25 dataset.

Values from the calculation:
Spin multiplicity: 2
HOMO level (alpha / beta), eV: -19.47 / -19.46
Charge: +2

```
22
Properties=species:S:1:pos:R:3:mulliken_charge:R:1
O -0.091 -0.632 -1.979 -0.01
O 2.361 -2.275 1.052 -0.64
O 2.680 0.260 -1.562 -0.63
N 0.772 -0.218 0.588 -0.16
C -0.967 -0.368 -1.232 0.05
C -0.717 -0.156 0.263 0.02
C -1.351 1.207 0.659 -0.60
C -2.850 1.258 0.365 -1.32
H -2.006 -0.161 -1.605 0.47
H 1.063 -1.219 0.641 0.43
H -2.991 1.394 -0.714 0.43
H 3.627 0.467 -1.517 0.31
H 0.845 0.285 1.468 0.35
H -1.134 1.355 1.729 0.49
H -1.311 -0.881 0.817 0.41
H -3.261 2.139 0.844 0.37
H 3.219 -2.108 0.617 0.31
H 2.497 -3.131 1.483 0.32
H -3.388 0.381 0.713 0.37
H 2.583 0.274 -2.527 0.30
H -0.804 2.005 0.176 0.42
H 1.224 0.123 -0.278 0.31
```

***

Pick <b>: it beats the second-best structure by 1.343 eV.